A molecular structure, C44H59As4PPtSe2Si at a distorted geometry, computed with ωB97M-V with the def2-TZVPD basis set.

```
112
Properties=species:S:1:pos:R:3:forces:R:3
Pt 0.0631 -0.3995 0.3865 1.071 1.047 1.106
C 3.0004 -2.9705 2.3311 -0.343 -0.069 -0.349
As 1.9637 -1.3034 2.4611 0.239 0.197 -0.003
C 1.5771 -1.4032 4.3881 -0.613 0.030 -0.235
C 3.4335 0.0117 2.6564 -0.277 0.253 -0.288
C 3.9065 0.7506 1.4083 0.140 0.169 -0.274
C 2.9234 1.8524 1.0335 -0.064 -0.237 0.133
C 4.0341 -0.2201 0.2196 -0.188 -0.081 0.182
As 2.3650 -0.5985 -0.8102 0.594 0.392 -0.489
C 2.8776 -2.2925 -1.6291 -0.372 -0.195 0.078
C 2.6763 0.5542 -2.3654 -0.198 0.085 0.012
C 5.3055 1.3433 1.6722 -0.375 0.075 0.500
As 5.7721 2.5903 3.2054 0.764 0.226 -0.224
C 4.3650 3.9647 3.3516 -0.144 -0.396 0.021
C 5.3966 1.6384 4.8893 -0.351 0.000 -0.248
H 3.8455 -2.9302 3.0195 -0.089 0.199 0.005
H 3.3684 -3.1394 1.3203 -0.002 0.041 0.031
H 2.3673 -3.8127 2.6065 -0.043 0.037 -0.021
H 2.5159 -1.3970 4.9459 0.046 0.027 -0.281
H 1.0345 -2.3189 4.6195 -0.024 0.027 -0.045
H 0.9746 -0.5469 4.6960 0.061 -0.049 -0.011
H 4.2775 -0.5309 3.0962 -0.251 -0.132 0.069
H 3.0765 0.7484 3.3812 0.020 -0.134 0.050
H 1.9182 1.4201 0.9647 0.182 0.376 -0.035
H 3.1941 2.2954 0.0738 -0.040 0.089 -0.031
H 2.9041 2.6301 1.7897 -0.052 0.098 0.013
H 4.4613 -1.1715 0.5536 -0.064 0.008 -0.146
H 4.7153 0.2006 -0.5291 -0.180 -0.102 0.028
H 3.9130 -2.2155 -1.9722 -0.124 0.111 0.091
H 2.2308 -2.4906 -2.4867 0.012 0.061 0.050
H 2.7864 -3.1243 -0.9311 0.008 0.060 0.006
H 3.7527 0.6582 -2.5155 -0.070 -0.034 0.133
H 2.2276 1.5408 -2.2431 0.089 -0.067 0.110
H 2.2511 0.0909 -3.2546 -0.006 -0.082 0.149
H 5.6189 1.9038 0.7860 0.026 0.037 0.088
H 6.0247 0.5249 1.7922 0.042 0.083 0.030
H 4.2043 4.4759 2.4065 0.005 -0.013 -0.097
H 4.7072 4.7033 4.0741 0.141 -0.052 0.030
H 3.4304 3.5461 3.7212 -0.156 0.054 -0.037
H 5.8338 0.6441 4.8936 0.051 -0.091 -0.053
H 4.3285 1.5796 5.0878 -0.080 -0.110 0.090
H 5.8567 2.2057 5.6969 0.059 0.076 -0.094
Se -0.5294 1.4359 2.6411 0.035 -1.430 -1.502
P -1.3547 2.5614 0.9764 -0.512 0.970 -0.227
Se -0.3158 1.9721 -0.8645 0.491 -0.988 0.645
C -1.1590 4.3189 1.4111 0.082 -0.679 -0.232
C -0.2225 5.1330 0.7926 0.107 -0.127 -0.213
C -0.0827 6.4452 1.2125 0.006 0.054 -0.028
C -0.8691 6.9307 2.2453 0.036 0.032 -0.031
C -1.7844 6.1044 2.8800 -0.024 -0.066 0.036
C -1.9322 4.7936 2.4666 -0.114 -0.088 0.038
C -3.1231 2.3167 0.6216 0.522 -0.152 0.337
C -3.6053 2.9074 -0.5413 0.112 0.071 0.027
C -4.9363 2.7633 -0.8750 -0.018 0.073 -0.003
C -5.7757 2.0099 -0.0666 0.049 -0.030 0.085
C -5.2893 1.4227 1.0909 -0.113 0.020 -0.018
C -3.9596 1.5807 1.4448 0.129 0.030 0.090
H 0.3851 4.7407 -0.0167 0.013 0.067 0.053
H 0.6385 7.0897 0.7350 0.054 0.060 -0.069
H -0.7717 7.9599 2.5572 0.040 0.054 0.039
H -2.3800 6.4810 3.6959 -0.086 0.044 0.075
H -2.6390 4.1380 2.9622 -0.092 0.051 0.002
H -2.9306 3.4670 -1.1783 -0.084 0.075 -0.062
H -5.3208 3.2449 -1.7603 -0.043 -0.008 -0.107
H -6.8110 1.8829 -0.3401 -0.128 0.003 -0.010
H -5.9459 0.8465 1.7233 -0.091 -0.068 0.067
H -3.5716 1.1319 2.3499 -0.001 -0.015 0.045
C -0.6488 -3.4819 1.5189 -0.263 0.957 -0.278
Si -1.6007 -1.7902 1.5248 -1.000 -1.230 0.838
C -2.0622 -1.5005 3.3698 0.525 0.253 -0.787
C -3.3097 -1.8790 0.6462 1.125 0.218 -0.051
H -1.3560 -4.3029 1.5403 -0.227 -0.204 0.030
H -0.0415 -3.5431 2.4202 0.039 0.047 0.140
H 0.0028 -3.6137 0.6550 -0.027 -0.030 -0.045
H -2.5219 -2.3966 3.7769 -0.045 -0.322 -0.123
H -2.7780 -0.6935 3.4856 -0.070 0.157 -0.033
H -1.1968 -1.2643 3.9832 0.074 0.005 0.102
H -3.9487 -2.5785 1.1771 0.019 -0.223 0.252
H -3.2259 -2.2077 -0.3865 -0.103 0.001 0.025
H -3.8137 -0.9158 0.6447 0.047 0.125 -0.042
C -5.1272 0.2564 -3.7100 -0.037 0.089 -0.040
C -5.1213 -1.0640 -3.2923 -0.048 -0.025 0.041
C -3.9593 -1.6338 -2.7975 0.183 -0.210 0.048
C -2.8017 -0.8716 -2.7054 0.101 -0.106 0.221
C -2.8194 0.4552 -3.1108 0.409 0.123 0.004
C -3.9709 1.0160 -3.6313 -0.057 -0.082 0.019
As -1.0824 -1.6119 -2.1112 -0.398 -0.108 0.226
C -1.2652 -3.5330 -2.3852 0.183 -0.027 -0.032
C -1.8660 -4.4743 -1.5655 -0.089 0.151 0.126
C -1.8795 -5.8103 -1.9365 -0.005 0.014 0.100
C -1.2656 -6.2137 -3.1105 -0.027 0.027 0.066
C -0.6534 -5.2845 -3.9308 0.100 0.247 0.021
C -0.6483 -3.9357 -3.5848 -0.336 -0.239 0.454
C -0.0771 -2.8574 -4.3878 0.095 0.505 -0.145
C 0.5090 -3.0071 -5.6414 -0.026 0.073 0.163
C 0.9971 -1.9008 -6.3159 0.014 0.046 0.046
C 0.8699 -0.6296 -5.7727 -0.013 -0.046 -0.009
C 0.2624 -0.4646 -4.5367 -0.131 0.207 0.109
C -0.1970 -1.5690 -3.8404 0.422 -0.132 0.063
H -6.0325 0.6945 -4.1021 -0.086 0.014 -0.063
H -6.0221 -1.6571 -3.3558 -0.035 -0.041 -0.030
H -3.9574 -2.6780 -2.5069 -0.008 0.003 -0.006
H -1.9157 1.0513 -3.0319 -0.152 0.002 -0.082
H -3.9615 2.0382 -3.9778 -0.020 0.105 -0.015
H -2.3374 -4.1816 -0.6378 -0.026 0.008 0.010
H -2.3631 -6.5339 -1.2985 -0.038 -0.081 0.041
H -1.2627 -7.2565 -3.3825 -0.009 -0.128 -0.065
H -0.1736 -5.6125 -4.8384 0.043 -0.037 -0.144
H 0.5785 -3.9820 -6.0966 0.043 -0.123 -0.040
H 1.4762 -2.0289 -7.2739 0.004 -0.005 -0.117
H 1.2397 0.2284 -6.3136 -0.001 0.073 -0.042
H 0.1356 0.5328 -4.1287 0.039 -0.021 -0.036
```
Forces are in eV/Å.

Values from the calculation:
**Spin multiplicity**: 1
**Gap between HOMO and LUMO (spin up / spin down)**: 0.1642 / 0.1641 Ha
**Net charge**: +2



A molecular structure, C44H59ClKN4OP2, computed with ωB97M-V with the def2-TZVPD basis set.

```
112
Properties=species:S:1:pos:R:3:forces:R:3
K 0.0236 0.7899 -0.2795 0.107 -0.013 -0.069
C 0.5509 -3.1310 -4.0051 0.026 -0.015 -0.008
C 1.0126 -1.9629 -3.1401 -0.021 0.057 -0.003
C 0.2113 -0.7059 -3.4858 0.022 -0.003 -0.019
P 0.9235 -2.1679 -1.2873 -0.050 -0.003 0.024
C 2.4350 -3.1755 -0.8674 0.004 -0.037 0.017
C 2.2407 -3.8014 0.5131 0.051 -0.004 0.014
C 3.0338 -4.1700 -1.8613 -0.023 -0.007 0.002
C -0.5341 -3.2527 -1.0960 -0.007 0.019 0.030
C -0.5152 -4.6053 -1.4318 0.010 -0.045 0.016
C -1.6430 -5.4073 -1.3954 -0.003 0.005 -0.012
C -2.8512 -4.8152 -1.0337 0.006 -0.006 -0.001
C -2.9098 -3.4838 -0.6888 -0.013 -0.018 0.039
C -1.7553 -2.6535 -0.6602 -0.039 0.087 -0.041
N -1.7721 -1.3898 -0.1555 0.076 -0.106 -0.020
C -2.9227 -0.6657 -0.0833 -0.033 0.020 -0.004
C -3.8807 -0.5941 -1.1204 -0.015 -0.010 -0.019
C -4.9945 0.2134 -1.0223 -0.034 0.018 0.017
C -5.2062 0.9970 0.1097 0.024 0.003 -0.030
C -4.2672 0.9595 1.1310 -0.060 0.018 0.022
C -3.1388 0.1453 1.0652 0.001 -0.052 0.043
P -1.8129 0.1060 2.3287 -0.016 -0.008 0.087
C -2.5366 1.1777 3.6808 0.030 0.024 -0.012
C -1.4302 1.5661 4.6645 0.003 -0.027 0.006
C -3.7414 0.6210 4.4394 -0.017 0.013 -0.005
C -1.8717 -1.5837 3.1352 0.018 0.032 -0.014
C -3.1589 -2.3663 2.9028 0.006 -0.005 0.002
C -0.6453 -2.4186 2.7604 0.009 -0.011 0.033
H 0.7169 -2.8934 -5.0606 0.004 0.001 -0.006
H 1.0727 -4.0623 -3.7839 0.005 0.020 -0.003
H -0.5164 -3.3123 -3.8645 0.006 -0.006 -0.002
H 2.0678 -1.7463 -3.3382 0.002 0.008 -0.013
H -0.8208 -0.7944 -3.1272 -0.013 -0.006 0.000
H 0.6750 0.1753 -3.0398 -0.010 0.002 -0.009
H 0.1806 -0.5494 -4.5685 -0.007 0.001 -0.003
H 3.1743 -2.3731 -0.7620 0.024 -0.012 0.004
H 1.5049 -4.6074 0.4789 0.007 0.008 0.001
H 3.1840 -4.2148 0.8812 0.001 -0.001 0.011
H 1.8868 -3.0639 1.2372 0.007 -0.007 -0.009
H 2.4152 -5.0575 -1.9973 -0.012 -0.002 -0.003
H 3.2012 -3.7162 -2.8390 -0.016 -0.009 0.004
H 4.0043 -4.5113 -1.4871 0.004 -0.003 -0.003
H 0.4192 -5.0482 -1.7500 0.002 -0.003 0.009
H -1.5877 -6.4555 -1.6595 0.001 -0.004 -0.003
H -3.7607 -5.4065 -1.0107 0.002 -0.002 0.002
H -3.8600 -3.0580 -0.3922 0.000 -0.006 0.016
H -3.7167 -1.1902 -2.0107 0.004 0.011 -0.003
H -5.7050 0.2435 -1.8415 -0.003 0.001 0.002
H -6.0746 1.6377 0.1883 -0.011 0.007 -0.004
H -4.4328 1.5860 1.9990 -0.014 -0.020 -0.022
H -2.8419 2.0947 3.1647 0.023 -0.007 0.003
H -0.9807 0.6849 5.1295 0.002 -0.014 -0.002
H -0.6283 2.1137 4.1702 0.018 0.001 -0.031
H -1.8337 2.1943 5.4642 -0.007 0.003 0.004
H -3.4527 -0.2375 5.0487 0.001 -0.011 0.007
H -4.1410 1.3799 5.1192 -0.001 0.002 0.004
H -4.5462 0.3014 3.7780 0.008 0.021 0.000
H -1.7938 -1.3489 4.2034 0.013 0.016 0.004
H -3.2252 -2.6795 1.8623 -0.005 -0.009 -0.063
H -3.1621 -3.2689 3.5214 -0.006 -0.010 0.000
H -4.0510 -1.7854 3.1375 0.014 -0.019 -0.013
H -0.6119 -2.5907 1.6855 0.000 -0.008 -0.004
H 0.2846 -1.9315 3.0610 -0.045 0.015 0.005
H -0.6891 -3.3905 3.2623 -0.001 0.001 -0.002
O 1.6412 0.1250 3.4695 0.022 0.106 0.034
C 2.5753 1.1916 3.4247 -0.017 0.081 -0.070
C 1.9051 2.4948 3.0461 -0.161 -0.193 0.019
C 2.0146 3.6640 3.7865 0.113 0.002 -0.069
C 1.3539 4.7996 3.3422 0.049 -0.013 -0.016
C 0.6051 4.7330 2.1784 -0.050 -0.002 0.037
C 0.5350 3.5177 1.5145 0.092 -0.023 0.043
N 1.1580 2.4257 1.9432 -0.016 -0.008 -0.051
H 1.0189 0.2618 2.7369 -0.051 -0.037 0.046
H 3.3622 0.9813 2.6907 0.047 0.074 -0.015
H 3.0388 1.2734 4.4097 -0.057 -0.018 0.005
H 2.6172 3.6795 4.6851 -0.014 0.004 0.024
H 1.4281 5.7277 3.8951 -0.006 0.001 0.014
H 0.0825 5.5966 1.7902 0.010 0.002 0.000
H -0.0175 3.4216 0.5851 -0.025 0.069 -0.017
Cl -5.1756 4.4376 -1.3201 -0.003 -0.006 -0.005
C -3.7887 3.6754 -2.0354 0.011 0.005 -0.031
C -3.5836 3.7335 -3.4008 0.007 -0.009 0.020
C -2.4470 3.1259 -3.9096 -0.012 0.020 0.018
C -1.5751 2.4962 -3.0354 0.033 -0.050 -0.003
N -1.7893 2.4327 -1.7224 -0.034 0.032 0.072
C -2.8791 3.0087 -1.2294 -0.015 0.048 -0.033
H -4.2912 4.2445 -4.0397 -0.005 -0.001 -0.002
H -2.2326 3.1461 -4.9691 -0.001 -0.001 -0.006
H -0.6635 2.0328 -3.3928 0.008 -0.005 -0.002
H -3.0440 2.9365 -0.1621 -0.012 -0.012 0.012
C 5.8857 1.0815 -0.1168 0.015 -0.014 -0.014
N 4.5971 1.4492 0.4299 -0.019 0.006 0.002
C 4.4141 2.8904 0.3619 0.010 -0.019 -0.005
C 3.4807 0.7008 -0.1806 0.043 -0.008 -0.003
C 3.1402 1.0708 -1.6126 -0.001 0.032 0.010
C 3.8602 0.4510 -2.6379 0.012 -0.037 -0.021
C 3.6763 0.8286 -3.9623 0.007 -0.011 0.002
C 2.7759 1.8486 -4.2388 -0.005 0.015 -0.008
C 2.0465 2.4263 -3.2009 0.001 0.047 -0.002
C 2.1532 2.0623 -1.8443 0.011 0.049 0.014
H 6.6750 1.5664 0.4636 0.008 0.003 0.002
H 6.0099 1.3764 -1.1710 0.003 -0.005 0.004
H 6.0242 0.0000 -0.0465 0.001 0.005 0.000
H 5.1497 3.3747 1.0119 -0.001 -0.005 -0.002
H 3.4103 3.1529 0.6907 -0.025 0.004 0.012
H 4.5272 3.2882 -0.6567 0.001 -0.002 -0.006
H 2.6116 0.8914 0.4510 -0.025 0.000 0.011
H 3.7390 -0.3599 -0.0890 -0.007 -0.007 0.009
H 4.5720 -0.3398 -2.4034 -0.009 0.001 -0.004
H 4.2306 0.3431 -4.7582 -0.001 -0.002 0.001
H 2.6314 2.1787 -5.2645 -0.001 0.000 -0.003
H 1.3418 3.2120 -3.4837 0.003 -0.005 0.000
```
Forces are in eV/Å.

Values from the calculation:
**Spin multiplicity**: 1
**Gap between HOMO and LUMO**: 0.2139 Ha
**Energy above the lowest of the compared OMol25 structures with the same formula, charge and spin**: 0.0 kcal/mol
**Net charge**: -1



Question: The highest net charge belongs to which entry?
Answer: C44H59As4PPtSe2Si



Question: Which value of spin multiplicity does entry 1 give?
Answer: 1



Question: Among the records above, which one has the highest net charge?
Answer: C44H59As4PPtSe2Si